(1)
Density functional theory data (ωB97M-V with the def2-TZVPD basis set) for 3 unconnected molecules or ions with the total composition C5H10N2O in a non-equilibrium geometry.

Structure (XYZ):
```
18
Properties=species:S:1:pos:R:3:forces:R:3
H -2.87072 0.62290 1.53630 -1.737 0.837 0.111
C 1.79467 -1.08528 1.07428 -0.926 -0.596 2.709
C 1.25906 -0.53565 -4.67617 -2.428 -1.628 -1.064
C 1.94746 1.46395 1.01786 -0.132 -1.031 0.398
H 1.68346 -1.28556 0.05378 -0.411 -0.841 -1.375
O 0.06127 -0.45249 -4.46888 1.541 0.116 -0.287
H 1.66968 -1.17082 -5.50354 -0.318 0.435 0.172
H -1.45225 1.22256 2.45988 -0.148 0.334 -0.024
H -1.68261 -0.44755 1.87916 0.412 0.171 0.219
C -1.22758 0.85055 0.35378 -0.826 2.981 -1.767
N -0.83417 -0.06925 -0.36693 2.308 -2.739 -1.210
H 1.97970 -0.12390 -4.03780 1.221 1.087 1.212
H -0.27975 0.06928 -1.24353 -1.462 0.720 0.780
H -1.36909 1.88485 -0.06102 0.703 -0.334 0.510
N 1.85516 0.30614 1.18020 0.801 2.455 -0.332
C -1.82803 0.61591 1.64541 0.601 -1.984 1.262
H 0.86597 -1.36647 1.69341 1.506 -0.239 -1.185
H 2.72403 -1.54938 1.46815 -0.703 0.258 -0.130
```
Forces are in eV/Å.

Properties
Relative energy (zero: lowest compared OMol25 entry of this formula, charge and spin)   92.4 kcal per mole
Kohn-Sham gap   9.846 eV
LUMO energy   0.55 eV
Total energy   -10371.2987 eV

(2)
Density functional theory data (ωB97M-V with the def2-TZVPD basis set) for a molecular structure, C34H58B3O20P in a non-equilibrium geometry.

Structure (XYZ):
```
116
Properties=species:S:1:pos:R:3:forces:R:3
C 3.63032 6.84290 -0.87926 0.306 -0.075 0.081
H 4.94715 -6.14899 -0.60468 -0.003 0.072 0.004
H 1.69875 4.79604 -0.25705 -0.017 0.061 -0.082
H -3.14820 2.22867 -5.29936 -0.025 -0.090 -0.024
C -3.82032 1.69166 7.70126 -0.346 -0.793 0.111
H -1.70930 1.51771 -3.03160 0.059 -0.227 -0.063
C 4.04539 -2.16756 3.90170 -0.374 0.076 -0.291
C 2.59581 3.06102 -2.33256 0.158 -0.158 0.434
C -1.54654 -1.67904 -9.08388 0.008 -0.143 -0.014
O -0.97808 -3.87722 5.65267 -0.780 0.512 0.159
H -0.64770 -3.12957 -0.11609 0.074 0.071 -0.020
H -3.69405 -1.38525 -7.21952 -0.025 0.044 0.059
H -5.12522 0.87361 -4.79128 0.025 -0.026 0.013
H -3.57435 0.68738 8.03078 0.253 -0.139 0.056
C 4.77091 -5.54275 -3.87181 0.259 0.030 -0.032
H 2.76050 -4.81473 -1.56190 -0.050 0.096 -0.112
C -4.84297 1.62443 -4.04924 0.041 0.118 -0.131
C 4.48856 -6.15037 -1.59073 0.137 -0.056 -0.053
O 3.64812 6.03816 0.00608 0.013 0.340 0.073
C 1.13952 2.70924 -2.11199 0.052 0.165 -0.217
H 1.95214 -2.86382 3.74872 -0.008 0.032 0.066
C -2.60571 1.10154 -3.48586 -0.258 0.460 0.030
H -3.31456 3.11335 -3.78288 -0.013 -0.012 0.030
C 3.78252 -4.84332 -1.92120 -0.016 -0.066 0.094
C 2.19230 -0.69787 3.98091 -0.230 -0.068 -0.094
H -2.35898 -1.80894 -9.80194 -0.021 0.014 0.016
H 4.51306 9.38957 -2.82377 0.003 -0.055 -0.044
H -2.45974 -1.35236 -5.93457 -0.160 0.117 0.043
H -5.37080 2.58469 6.56750 -0.228 0.127 -0.060
O -1.45182 -0.28096 -8.75566 0.035 -0.047 -0.009
H -1.37553 -5.90749 0.52534 0.019 0.020 -0.021
H -1.13479 -6.20091 2.25693 0.146 -0.063 -0.005
H -2.68329 0.05670 1.28438 0.036 -0.121 -0.287
H -4.21468 2.19487 8.57477 0.007 0.333 0.126
H 4.67731 -2.72103 3.21351 0.153 -0.021 0.133
C 4.48455 -0.71680 3.97879 0.112 -0.176 0.189
H -1.04711 1.09212 -0.15070 -0.193 0.119 -0.153
H -3.77685 2.25410 4.80230 0.283 0.211 0.310
H -1.78324 1.28284 2.14412 -0.189 0.165 0.034
H 1.82301 -0.76762 5.00737 0.060 -0.012 0.023
O -2.22037 1.07896 -7.15617 0.066 0.019 -0.048
C -4.31581 1.38543 5.18502 -0.834 -1.024 -0.275
B -1.48737 -1.11343 5.42183 0.414 -0.812 0.751
B -3.37407 0.13542 5.03463 -0.520 0.066 0.101
H -5.86489 0.15177 4.33126 -0.320 -0.131 0.012
H 0.48614 0.27946 -0.28950 0.271 -0.208 0.022
O 2.01241 -3.93879 0.60659 0.118 -0.131 0.073
O 0.50768 -5.46619 1.24310 0.000 -0.007 0.040
C 2.60072 -2.05273 3.42003 0.068 -0.041 -0.009
H 3.43573 2.30150 -0.49841 -0.029 -0.002 0.010
H -0.61547 -1.99548 -9.54636 0.041 0.140 -0.027
C 2.95389 7.84944 -2.82551 0.028 0.127 -0.087
O -1.09234 -0.99101 4.11466 -0.183 0.338 0.110
C -2.09528 -0.02699 -7.59450 -0.219 0.044 0.063
H 3.77569 -6.97526 -1.62845 -0.019 0.011 0.016
H 6.41983 -5.75954 -2.54039 0.043 -0.030 -0.057
O -0.58962 -0.20877 1.39870 -0.156 0.347 -0.295
H -1.02385 -0.64496 -0.55571 -0.126 0.025 -0.366
C -1.82341 -2.38148 -7.76135 -0.074 0.009 0.100
C -3.42455 2.13450 -4.25361 0.082 0.056 -0.021
C -3.57499 0.64376 -2.41966 0.300 -0.229 -0.134
H 4.31376 -3.97387 -1.53085 0.005 0.010 -0.011
H 5.51942 7.49824 -1.60934 0.033 -0.029 0.070
O 0.76523 3.05667 -0.86704 0.021 -0.012 0.086
H 2.01924 8.29318 -3.15739 -0.083 -0.115 0.057
H 2.57859 -2.02510 2.32921 -0.029 -0.017 0.029
H -5.23720 1.29494 3.19642 -0.064 0.196 -0.242
H -2.37056 -3.87695 1.47359 0.006 -0.052 -0.074
P -0.58612 -2.48120 6.47560 0.947 -0.166 0.500
H 1.84597 3.44076 0.86576 -0.171 -0.083 -0.024
H 4.11398 -2.60251 4.90000 0.075 -0.010 0.005
O -3.38320 -0.60079 3.83892 0.104 1.232 0.001
O -4.83785 0.99699 -2.74972 -0.039 0.039 0.005
O -1.51227 -2.54530 7.84952 -0.502 -0.031 -0.899
H -0.07114 -2.33695 1.37597 0.101 0.096 -0.248
H 3.28294 9.57153 -1.57585 -0.018 0.004 -0.015
C -0.54560 0.14492 0.00901 0.256 -0.086 0.516
H 2.64488 3.97999 -2.91894 -0.035 -0.019 -0.058
H 5.67840 -7.30401 -3.02810 0.174 0.054 -0.126
O 5.02216 -5.58640 -5.04041 -0.118 0.013 -0.066
H -6.33625 1.83972 4.50379 -0.146 0.225 -0.136
C 1.85500 3.72673 -0.18333 0.129 -0.139 0.065
C 0.88269 -4.21165 0.89878 -0.084 0.184 -0.259
H 3.93546 3.95428 -0.82482 -0.003 0.099 0.057
H -2.33858 -3.33205 -7.88101 -0.033 0.025 -0.057
C -0.91785 -5.51950 1.43805 -0.163 0.017 0.063
C 4.63299 7.94409 -1.15562 -0.335 0.327 -0.168
C 3.87549 8.84418 -2.13176 0.101 -0.018 0.073
H 4.90609 8.45054 -0.23495 0.136 -0.154 0.062
O 5.60127 -0.29698 4.05598 0.016 0.141 -0.068
H -2.89856 2.15181 7.36801 0.121 0.282 -0.006
C -0.31515 -3.28763 0.91149 -0.168 -0.327 0.521
H -1.94833 -3.93179 5.58182 0.437 -0.301 -0.243
H 3.10293 2.25800 -2.86017 -0.077 0.060 -0.193
C -1.82937 0.20000 1.94987 0.186 -0.195 0.270
B -2.10585 -0.49327 3.31462 0.165 -0.692 -0.539
H -2.44844 -2.50643 7.58093 0.260 0.142 0.590
C -1.33249 -4.08364 1.72936 -0.025 0.115 -0.028
O 0.37986 2.21590 -2.89991 -0.043 -0.060 0.104
H -5.64390 0.89828 6.80929 -0.049 -0.324 0.108
O 2.66652 6.84730 -1.83036 -0.038 0.033 -0.047
H 1.44098 -0.20578 3.36808 0.068 0.136 0.006
C -5.52268 1.17749 4.23321 0.512 -0.291 0.283
H -0.88477 -2.57120 -7.23986 0.013 -0.005 -0.016
C 3.11087 3.26057 -0.90692 -0.095 -0.241 -0.202
C -4.86437 1.62090 6.59299 0.495 1.055 -0.015
C -2.62549 -1.32200 -7.00752 0.368 -0.255 -0.133
H -5.58700 2.41732 -4.05389 -0.079 -0.068 0.132
O 3.78349 -4.77150 -3.36362 -0.023 -0.035 0.055
H -1.19739 -3.86864 2.79190 0.029 -0.022 -0.002
O -3.31520 0.03244 -1.42073 -0.302 -0.021 0.153
O 3.39739 0.09162 3.97927 -0.006 -0.029 -0.034
H -2.34178 0.24574 -4.10969 0.068 -0.019 0.032
C 5.48023 -6.27389 -2.74712 -0.400 -0.085 0.276
H 3.43354 7.36096 -3.67600 0.022 -0.017 0.017
O -2.44814 -0.29568 5.97769 0.026 0.034 -0.577
```
Forces are in eV/Å.

Properties
Kohn-Sham gap   8.829 eV
LUMO energy   -0.16 eV
Total energy   -88476.1335 eV

(3)
Density functional theory data (ωB97M-V with the def2-TZVPD basis set) for 2 unconnected molecules or ions with the total composition C3H4NO3 in a non-equilibrium geometry.

Structure (XYZ):
```
11
Properties=species:S:1:pos:R:3:forces:R:3
H -2.29241 -1.02553 0.17362 1.093 -0.379 0.046
H -0.38655 -0.99946 0.48528 -0.824 0.185 0.143
O 0.01968 1.31871 -0.37093 -0.941 0.874 -0.068
O 2.57379 -1.87873 -0.17150 -0.901 -2.605 -0.280
N -0.74488 1.51807 0.85271 -1.014 -0.907 0.086
C -1.26530 -0.69194 -0.13383 -0.203 -0.179 -2.485
C 2.70431 -0.74812 -0.13818 1.100 2.114 0.436
C -1.42660 0.84488 -0.33407 1.870 -0.225 0.792
O 3.01828 0.35904 -0.05606 -0.230 0.605 -0.145
H -1.17561 2.46718 0.92106 0.837 -0.458 -0.866
H -1.02470 -1.16409 -1.22810 -0.787 0.976 2.341
```
Forces are in eV/Å.

Properties
Relative energy (zero: lowest compared OMol25 entry of this formula, charge and spin)   141.4 kcal per mole
Kohn-Sham gap   5.411 eV
LUMO energy   3.31 eV
Total energy   -10805.0535 eV
Total charge   -1

It is found that the E_HOMO values, taken in the order of the records, are -9.29, -8.99, -2.10 eV.